This record from OMol25 describes a 11-piece molecular cluster, C45H84F9N16O15S7 overall at a distorted geometry. The level of theory is ωB97M-V/def2-TZVPD.

Calculated values
M = 1484.71 Da
HOMO-LUMO gap (alpha / beta) = 8.164 / 4.016 eV
calculated total energy = -7454.300087 hartree
charge = +4
spin multiplicity = 2
lowest unoccupied orbital energy (alpha / beta) = -0.2850 / -0.4375 hartree

```
176
Properties=species:S:1:pos:R:3:forces:R:3
C -0.5829 0.0842 -1.4912 0.103 -1.348 0.687
F -1.4136 -0.9566 -1.6525 -0.121 0.342 0.585
F 0.2302 0.1005 -2.4793 1.206 -0.113 -0.791
F -1.2716 1.1982 -1.4720 -0.380 0.241 0.840
S 0.4501 -0.1834 0.1757 -0.110 -0.118 -0.648
O -0.4624 -0.5919 1.2332 0.583 0.107 -0.983
O 1.5565 -1.1824 -0.1281 -1.703 1.935 0.420
O 1.0727 1.1357 0.4012 -0.013 -1.220 -0.290
C 2.8585 -7.9015 3.1619 0.857 -0.245 0.424
C 2.4702 -6.5298 3.7475 -0.599 -1.799 1.548
N 2.5424 -5.4843 2.8072 3.424 2.367 -2.043
C 1.5453 -4.8177 2.1977 -0.688 -0.275 -1.690
C 2.0772 -4.0956 1.1238 -0.906 0.033 2.155
N 3.4327 -4.1426 1.2715 0.308 -0.957 0.666
C 3.7310 -5.0494 2.2512 -1.628 0.605 -0.142
C 4.3539 -3.3461 0.4160 0.344 -0.895 -0.842
H 2.5704 -8.7536 3.7775 -0.671 0.275 0.088
H 3.9399 -8.0273 3.2153 0.219 0.365 -0.352
H 2.5636 -8.0863 2.1290 -0.286 0.267 0.130
H 3.0754 -6.2886 4.6214 0.373 -0.046 -0.150
H 1.4660 -6.5295 4.1715 -0.256 -0.108 -0.333
H 0.5593 -5.0943 2.5409 -0.214 0.375 -0.567
H 1.5924 -3.4761 0.3838 0.032 -0.118 0.035
H 4.6831 -5.3948 2.6262 0.121 0.299 -0.368
H 4.5300 -3.9384 -0.4820 0.463 -0.415 0.218
H 5.2830 -3.1121 0.9358 -0.273 0.039 0.024
H 3.9058 -2.4708 -0.0542 -0.451 0.188 1.057
C 2.4341 3.4015 2.3508 0.681 0.859 0.942
C 3.7238 3.9586 3.1086 -1.327 -1.618 -0.353
N 4.6399 4.5299 2.1848 4.870 1.072 -2.218
C 4.5001 5.7717 1.5885 0.011 -0.590 -0.536
C 5.5937 6.0139 0.8107 -0.166 0.112 0.207
N 6.4881 4.9667 0.9531 -1.136 -0.152 2.150
C 5.9521 4.1006 1.8621 -1.978 1.091 -0.955
C 7.8401 4.9546 0.3559 -0.391 0.150 -0.370
H 2.6921 2.6052 1.6526 0.165 0.365 -0.060
H 1.9001 4.2244 1.8756 0.218 -0.081 -0.369
H 1.7181 2.9743 3.0529 0.264 -0.101 0.373
H 4.2652 3.1054 3.5174 -0.297 0.157 0.574
H 3.5362 4.7552 3.8286 -0.381 -0.471 0.283
H 3.5860 6.3355 1.7026 0.210 -0.015 -0.072
H 5.8301 6.8745 0.2026 -0.078 -0.138 0.053
H 6.4525 3.1995 2.1845 -0.276 0.045 0.120
H 8.5886 4.4875 0.9959 -0.374 -0.284 -0.105
H 8.1749 5.9761 0.1755 -0.264 0.057 0.246
H 7.7291 4.4993 -0.6282 0.400 -0.323 0.189
C 5.4383 5.2300 -4.4678 0.524 -0.571 0.197
C 5.6884 3.6593 -4.2225 0.134 2.583 -1.448
N 4.8987 2.7555 -5.1100 -0.660 -1.692 1.061
C 5.0627 2.6154 -6.4564 -2.107 -1.125 -1.739
C 4.1088 1.6663 -6.9197 1.173 0.224 2.447
N 3.5202 1.1420 -5.7606 2.864 2.812 1.419
C 4.0185 1.7931 -4.6838 0.979 1.369 -1.241
C 2.5365 0.1565 -5.6304 -2.087 -1.118 0.171
H 4.4159 5.5798 -4.3252 0.073 -0.285 0.161
H 5.8474 5.7149 -5.3542 -0.351 -0.941 -0.845
H 6.1125 5.7579 -3.7934 -0.331 -0.254 0.861
H 5.5261 3.5299 -3.1525 -0.269 -0.778 -0.353
H 6.7293 3.5219 -4.5152 0.004 -0.381 0.425
H 5.7614 3.1901 -7.0463 -0.139 0.088 0.185
H 3.8136 1.1448 -7.8182 0.509 0.633 -0.367
H 3.8550 1.6305 -3.6287 -0.506 -0.109 -0.192
H 2.8107 -0.7371 -5.0698 0.670 -0.143 -0.554
H 2.1787 -0.0484 -6.6394 -0.260 -0.420 0.349
H 1.7486 0.5549 -4.9912 -0.399 0.180 -0.442
C -5.4880 6.5861 1.4030 0.452 -0.861 0.783
C -5.8187 5.0777 1.5567 -1.206 2.240 -2.462
N -4.7753 4.3882 2.1899 4.040 -2.633 0.181
C -4.8950 3.7430 3.3794 1.840 -0.328 1.732
C -3.6932 3.1152 3.7023 0.519 0.667 -1.898
N -2.7910 3.3052 2.6028 -5.125 1.484 -0.634
C -3.5071 4.1017 1.6925 -0.030 -1.215 2.075
C -1.4337 2.8202 2.4232 0.573 0.864 0.088
H -6.2366 7.0576 0.7664 0.192 0.238 0.345
H -4.4851 6.6719 0.9847 -0.140 -0.008 -0.604
H -5.3290 7.0245 2.3882 -0.737 0.356 0.003
H -5.9180 4.7363 0.5263 0.085 -0.435 -0.037
H -6.7964 4.8737 1.9932 0.347 0.048 0.529
H -5.7090 3.9664 4.0532 -0.160 -0.303 -0.190
H -3.3065 2.6234 4.5826 -0.444 0.018 0.028
H -3.0871 4.3862 0.7391 -0.173 0.180 -0.037
H -1.1028 3.2456 1.4757 0.533 0.217 0.232
H -1.2270 1.7524 2.3503 -0.925 -0.195 0.187
H -0.9253 3.2097 3.3051 0.627 0.005 -0.408
C -5.1624 1.2921 0.1004 0.246 1.304 0.567
C -5.0115 0.6351 1.4680 -0.520 -0.857 -0.912
N -4.8784 -0.8322 1.2148 2.596 -2.342 1.085
C -5.6913 -1.6241 0.4915 -0.094 -2.377 -2.158
C -5.0560 -2.8655 0.1933 -0.026 2.404 1.260
N -3.8274 -2.8338 0.8701 -1.501 2.226 0.616
C -3.7766 -1.6225 1.4868 -0.007 0.358 -0.482
C -2.7800 -3.8841 0.8807 -0.498 -0.112 -1.100
H -4.2914 1.1167 -0.5311 -0.201 -0.367 -0.155
H -5.1303 2.3641 0.2946 -0.069 0.198 -0.055
H -6.1215 1.1503 -0.3977 0.190 -0.482 0.004
H -5.8906 0.7926 2.0930 0.101 -0.022 0.046
H -4.1231 1.0102 1.9760 -0.033 -0.380 0.006
H -6.6320 -1.2728 0.0938 0.033 -0.072 0.136
H -5.3364 -3.6730 -0.4668 -0.122 0.004 0.296
H -2.9376 -1.2696 2.0681 0.022 -0.105 -0.104
H -2.0926 -3.7972 1.7222 -0.347 0.148 -0.088
H -2.2615 -3.8273 -0.0764 0.419 0.296 0.061
H -3.2860 -4.8479 0.8243 -0.002 0.042 0.566
C 0.8033 -1.7679 4.1751 0.404 -1.264 1.242
C 1.7816 -2.4276 5.2376 0.385 0.596 -2.013
N 1.2517 -3.4494 6.1294 -3.426 -1.154 1.814
C 1.9912 -4.2937 6.9510 -0.872 0.554 1.069
C 1.1405 -4.8064 7.9332 -0.017 -0.431 -1.992
N -0.1564 -4.4959 7.5474 0.566 2.135 -1.855
C -0.0760 -3.6117 6.4873 1.860 -0.879 1.139
C -1.4371 -4.9197 8.1591 0.598 -0.386 0.517
H 0.0458 -1.1430 4.6482 0.030 0.028 0.026
H 0.3281 -2.5813 3.6268 -0.217 0.057 -0.108
H 1.3569 -1.1751 3.4470 0.195 -0.051 0.336
H 2.3007 -1.6464 5.7929 -0.094 -0.157 0.217
H 2.5280 -2.9881 4.6746 0.298 0.405 -0.180
H 3.0500 -4.4138 6.7747 -0.037 0.139 0.389
H 1.2949 -5.4860 8.7582 0.271 0.042 -0.158
H -0.9104 -3.0630 6.0760 0.139 -0.166 -0.007
H -1.4583 -5.9995 8.3068 0.256 -0.030 -0.308
H -2.2729 -4.6654 7.5074 0.204 0.302 0.244
H -1.4792 -4.5056 9.1665 -0.369 0.337 -0.233
C -2.7739 1.4228 -4.6247 -0.264 0.593 1.306
C -4.0659 0.7055 -5.0094 0.899 -0.156 -1.371
C -4.1170 -0.7091 -4.3716 -0.341 1.230 -0.810
N -5.2609 -1.5881 -4.8675 -0.757 -0.406 1.602
C -5.1360 -1.9387 -6.3924 -0.384 0.742 0.971
C -6.6585 -0.9462 -4.5033 0.870 0.717 -1.331
C -7.6521 -2.0751 -4.4071 0.854 -0.289 0.156
C -6.8199 -2.9906 -3.4285 -0.183 0.169 -2.241
C -5.3241 -2.8572 -3.9240 -1.168 0.372 -0.683
H -2.7540 1.5319 -3.5404 0.432 -0.370 0.290
H -2.7439 2.4771 -4.8998 -0.196 -0.142 -0.635
H -1.8631 0.9439 -4.9840 -0.141 -0.130 0.083
H -3.9554 0.6641 -6.0930 -0.354 -0.643 -0.270
H -4.9235 1.3700 -4.9042 -0.189 -0.338 0.709
H -4.1953 -0.5810 -3.2919 -0.355 -0.259 0.064
H -3.1723 -1.2246 -4.5442 -0.107 -0.210 -0.221
H -5.7994 -2.7710 -6.6275 0.144 0.086 0.175
H -4.1121 -2.1305 -6.7133 0.092 -0.359 0.729
H -5.4262 -1.0584 -6.9660 -0.314 0.005 0.248
H -6.7568 -0.1784 -5.2707 -0.598 0.012 0.195
H -6.5867 -0.4954 -3.5136 0.505 0.209 -0.109
H -7.8759 -2.4527 -5.4048 0.409 -0.637 0.075
H -8.6499 -1.8426 -4.0351 0.310 0.482 0.390
H -7.2401 -3.9948 -3.4829 0.436 -0.088 0.393
H -6.8736 -2.5530 -2.4316 -0.228 -0.258 0.037
H -4.9397 -3.6384 -4.5798 0.033 -0.343 0.770
H -4.7699 -2.6528 -3.0079 0.758 -0.178 -0.723
N 0.7881 5.1878 -2.3528 6.416 5.502 1.125
S 0.3439 3.8786 -1.9245 -5.400 -9.538 -1.458
O -0.1754 3.7625 -0.5692 1.054 -0.524 -0.354
O 0.9237 2.6737 -2.6141 -0.878 2.760 2.425
F -0.9989 4.0434 -2.7365 -1.341 -0.641 -0.419
S 2.1574 5.2226 -1.3487 3.781 3.529 2.171
O 3.1314 4.1150 -1.4060 -2.304 1.603 -0.310
O 1.9534 5.8022 0.0153 -0.202 -1.464 -3.773
F 2.9577 6.4148 -2.1416 -1.162 -1.242 0.676
N 0.0430 -4.9372 -3.5954 -4.651 -0.311 -1.791
S 0.4940 -3.7098 -2.8711 4.932 1.239 6.062
O -0.0816 -3.4762 -1.5193 1.134 0.075 -2.039
O 0.8090 -2.6082 -3.6984 -0.143 1.626 -0.171
F 1.9565 -4.3350 -2.4933 -0.598 0.650 0.087
S -1.4518 -4.2400 -4.0146 -3.505 -3.352 -3.814
O -1.5686 -3.6624 -5.3486 1.000 0.213 2.100
O -2.3414 -3.7008 -2.9962 1.366 -0.034 -0.387
F -2.1336 -5.6569 -4.3131 0.274 0.268 0.545
N 5.2260 0.9632 2.3857 -4.201 -1.822 1.351
S 6.5178 0.2274 2.7300 6.223 -0.771 1.530
O 6.8333 -0.8297 1.8174 -0.138 0.046 0.450
O 6.8576 0.1244 4.1412 -1.359 -0.828 -1.395
F 7.5158 1.4000 2.3618 0.132 0.535 -0.948
S 4.1755 -0.1223 3.1945 -3.929 2.211 -0.396
O 3.6874 0.4473 4.4452 1.080 -1.153 -1.471
O 4.2089 -1.5702 3.0375 0.764 1.732 0.216
F 2.8711 0.2339 2.1964 1.157 -0.385 0.675
```
Positions in Å, forces in eV/Å.